{
  "formula": "C5H15N3O2Tl",
  "method": "ωB97M-V/def2-TZVPD",
  "symbols": ["Tl", "O", "O", "N", "N", "N", "C", "C", "C", "C", "C", "H", "H", "H", "H", "H", "H", "H", "H", "H", "H", "H", "H", "H", "H", "H"],
  "xyz": [[13.31, -15.72, -6.53], [9.76, -11.78, -8.09], [14.50, -20.14, -8.53], [16.40, -18.25, -9.36], [8.15, -10.44, -8.96], [10.13, -10.31, -9.80], [13.40, -21.10, -8.30], [17.51, -20.08, -8.09], [15.36, -20.45, -9.60], [9.35, -10.95, -8.90], [16.68, -19.71, -9.40], [17.03, -19.74, -7.16], [17.31, -17.86, -9.21], [7.41, -10.91, -8.46], [14.77, -20.02, -10.40], [11.05, -10.71, -9.88], [12.64, -21.33, -9.05], [9.87, -9.54, -10.40], [12.88, -20.77, -7.40], [15.37, -21.52, -9.79], [7.92, -9.94, -9.81], [14.00, -21.97, -8.02], [18.50, -19.64, -8.18], [16.04, -18.00, -10.27], [17.31, -19.84, -10.28], [17.59, -21.16, -8.00]],
  "homo_lumo_gap_ha": 0.05146,
  "total_charge": 3,
  "e_tot_ev": -18651.5727,
  "homo_ha": -0.6570
}